[1]
The following is a DFT calculation (ωB97M-V with the def2-TZVPD basis set) of one molecule with the formula C4H5NO.

The geometry in XYZ format:
```
11
Properties=species:S:1:pos:R:3:forces:R:3
O -1.559 -0.025 0.276 -0.271 -0.129 -0.501
C -2.148 -0.011 -0.888 -0.176 -0.014 0.489
C -0.225 -0.566 0.245 0.229 -0.162 0.057
C 0.765 0.581 0.092 -0.056 0.083 -0.004
C 2.145 0.094 0.132 0.914 -0.360 0.045
N 3.224 -0.322 0.170 -1.068 0.417 -0.037
H -3.171 0.342 -0.623 0.131 0.157 -0.115
H -0.169 -1.251 -0.603 0.065 0.047 0.134
H -0.100 -1.102 1.187 0.084 0.076 -0.104
H 0.611 1.313 0.892 0.078 -0.068 -0.094
H 0.579 1.077 -0.867 0.069 -0.047 0.130
```
Positions in Å, forces in eV/Å.

Values from the calculation:
Relative energy (zero: lowest compared OMol25 entry of this formula, charge and spin) in kcal/mol: 79.6
HOMO energy in eV: -9.26
M in g mol⁻¹: 83.090
Total energy in eV: -7763.07498
Kohn-Sham gap in eV: 9.5


[2]
The following is a DFT calculation (ωB97M-V with the def2-TZVPD basis set) of C38H95MnO19 as an isolated structure.

The geometry in XYZ format:
```
153
Properties=species:S:1:pos:R:3:forces:R:3
Mn -22.228 -15.157 24.035 0.797 1.539 3.456
C -21.266 -13.244 28.030 0.520 -0.756 -0.158
C -22.093 -13.267 26.772 -0.822 0.916 -1.134
O -22.025 -14.411 25.980 0.209 -1.701 -2.212
H -20.211 -13.428 27.796 0.048 0.262 -0.180
H -21.501 -14.059 28.714 -0.431 0.213 0.139
H -21.342 -12.268 28.508 -0.115 -0.102 0.173
H -21.816 -12.405 26.145 0.268 0.089 0.199
H -23.160 -13.070 26.963 0.032 0.010 0.566
C -24.341 -13.500 30.599 -0.171 0.266 0.329
O -24.362 -12.610 31.714 -0.253 -0.016 -0.710
C -23.043 -12.162 32.009 -0.027 -0.799 0.116
C -23.007 -11.009 32.989 0.457 0.668 -0.528
O -23.318 -11.221 34.337 0.276 -0.508 0.205
C -24.519 -11.886 34.683 -0.121 0.702 -0.600
H -25.338 -13.854 30.333 -0.215 0.010 0.647
H -23.715 -14.359 30.841 0.115 -0.118 -0.319
H -24.023 -12.998 29.679 0.569 0.116 0.077
H -22.516 -11.922 31.077 -0.123 0.625 -0.031
H -22.455 -13.016 32.372 -0.075 -0.020 0.427
H -23.535 -10.131 32.604 -0.529 -0.261 -0.097
H -21.973 -10.657 32.970 0.108 -0.176 0.165
H -24.649 -11.654 35.737 -0.077 -0.522 0.088
H -24.492 -12.947 34.430 0.104 -0.103 0.356
H -25.378 -11.469 34.145 0.005 0.100 -0.061
C -19.209 -15.390 24.693 1.281 -0.541 0.944
O -20.027 -14.851 23.662 -1.835 -0.418 -0.753
C -19.505 -15.035 22.344 1.057 -0.046 -1.274
C -18.464 -13.974 22.016 1.168 0.248 -0.624
O -18.043 -14.200 20.671 -0.729 -0.192 0.852
C -17.288 -13.168 20.035 -1.006 -0.279 -0.034
H -18.976 -16.447 24.538 -0.381 -0.062 -0.229
H -19.697 -15.262 25.657 -0.321 0.117 -0.244
H -18.234 -14.902 24.753 -0.154 0.319 -0.289
H -20.222 -14.985 21.517 -0.824 0.541 0.652
H -19.134 -16.046 22.154 0.467 -0.035 0.724
H -17.552 -14.005 22.617 -0.175 -0.317 0.513
H -18.870 -12.971 22.182 -0.346 0.049 -0.234
H -16.666 -13.740 19.352 0.374 0.593 -0.077
H -16.754 -12.507 20.719 0.343 -0.394 0.135
H -17.998 -12.535 19.496 0.194 0.048 -0.244
C -18.906 -11.524 30.381 0.464 0.812 -0.366
O -19.559 -10.704 31.338 0.082 -1.079 -0.841
C -19.799 -9.407 30.825 -0.373 0.280 1.554
C -21.040 -9.253 29.965 0.470 -0.430 -0.457
O -22.159 -9.021 30.779 -0.200 -0.175 -0.073
C -23.347 -9.079 30.030 -0.788 0.847 0.476
H -19.369 -11.433 29.392 -0.320 -0.252 0.018
H -18.838 -12.568 30.676 -0.294 0.072 0.289
H -17.893 -11.138 30.218 0.201 -0.128 0.159
H -18.900 -8.956 30.395 -0.020 -0.241 -0.308
H -19.994 -8.900 31.776 -0.097 0.639 -0.366
H -21.255 -10.166 29.389 0.355 -0.118 -0.075
H -20.868 -8.465 29.222 -0.211 0.199 0.108
H -23.555 -10.027 29.523 0.482 -0.146 -0.100
H -23.403 -8.236 29.333 0.142 -0.176 -0.332
H -24.182 -8.924 30.715 0.113 -0.068 0.150
C -24.043 -18.414 33.538 0.472 -0.385 0.326
O -24.280 -18.440 32.151 0.325 -0.320 0.066
C -25.345 -17.626 31.726 0.633 0.246 -0.102
C -25.272 -17.554 30.214 -1.287 -0.078 -0.875
O -24.212 -16.783 29.698 0.828 -0.117 0.534
C -24.241 -16.694 28.310 0.181 -0.092 -0.831
H -23.904 -17.385 33.876 -0.225 0.008 0.247
H -23.133 -18.970 33.772 0.271 0.208 -0.519
H -24.768 -18.976 34.135 -0.619 0.473 -0.180
H -25.261 -16.621 32.159 0.112 0.100 -0.060
H -26.294 -18.033 32.089 -0.181 -0.071 -0.372
H -26.190 -17.116 29.793 -0.289 0.074 0.438
H -25.259 -18.554 29.764 0.306 -0.205 0.302
H -23.302 -16.329 27.886 0.108 0.504 0.596
H -25.055 -16.039 27.977 -0.122 0.022 -0.055
H -24.330 -17.652 27.779 -0.442 -0.315 0.408
C -20.200 -20.348 32.038 0.786 -0.360 0.786
O -19.903 -19.576 30.907 -0.039 -1.011 -0.690
C -20.962 -19.567 29.973 0.033 0.476 0.862
C -20.504 -18.890 28.706 -0.140 0.300 -0.751
O -19.788 -17.717 28.984 0.612 0.384 0.152
C -19.551 -16.915 27.869 -0.841 0.499 -0.369
H -19.259 -20.715 32.455 0.132 0.225 -0.071
H -20.769 -21.266 31.862 -0.355 0.223 -0.402
H -20.656 -19.766 32.844 -0.329 0.114 -0.183
H -21.788 -19.057 30.483 -0.272 0.273 -0.500
H -21.325 -20.569 29.717 0.160 -0.156 0.017
H -21.372 -18.639 28.076 -0.285 -0.041 0.166
H -19.900 -19.548 28.066 0.213 -0.210 0.281
H -19.084 -17.432 27.023 0.085 -0.246 0.062
H -18.967 -16.019 28.086 0.443 -0.392 0.609
H -20.493 -16.459 27.526 -0.265 -0.303 -0.299
C -17.574 -12.802 26.429 -1.082 0.105 -0.221
O -16.574 -12.804 25.455 0.955 -0.649 0.284
C -16.423 -11.657 24.664 -0.711 0.074 -0.396
C -15.330 -11.870 23.626 0.062 0.506 0.403
O -14.031 -11.957 24.168 -0.077 -0.325 -0.529
C -13.632 -10.869 24.964 0.033 -0.104 0.734
H -17.695 -11.858 26.968 0.303 0.072 0.030
H -17.440 -13.611 27.147 0.526 0.058 -0.030
H -18.542 -13.024 25.958 -0.178 0.276 -0.027
H -16.247 -10.757 25.261 0.170 -0.087 0.144
H -17.365 -11.470 24.126 -0.058 0.082 -0.150
H -15.378 -11.046 22.904 -0.056 0.245 0.063
H -15.533 -12.770 23.047 0.216 -0.241 0.240
H -13.839 -9.879 24.547 -0.111 -0.084 -0.300
H -12.561 -10.955 25.142 0.009 -0.063 -0.230
H -14.104 -10.937 25.950 -0.069 0.156 0.028
C -24.877 -15.983 23.171 -0.888 -0.607 -0.658
O -24.307 -15.440 24.378 0.616 -0.700 -1.224
C -25.169 -14.576 25.110 -1.087 0.557 2.028
C -26.536 -15.141 25.474 -0.347 -0.552 -1.878
O -27.360 -15.091 24.307 0.036 -0.025 0.152
C -28.700 -15.502 24.554 -0.119 0.579 0.019
H -25.694 -16.683 23.349 -0.180 0.368 0.496
H -24.195 -16.635 22.614 0.764 0.433 0.330
H -25.252 -15.200 22.513 0.049 0.116 0.095
H -25.291 -13.592 24.655 0.108 -0.162 -0.442
H -24.745 -14.415 26.102 0.807 -0.058 -0.342
H -26.984 -14.566 26.287 0.177 0.076 0.119
H -26.480 -16.204 25.733 0.301 0.059 0.565
H -29.275 -14.635 24.889 -0.090 -0.074 0.174
H -28.763 -16.285 25.312 0.074 -0.112 -0.061
H -29.149 -15.840 23.623 0.181 -0.114 -0.024
C -22.469 -9.410 25.755 -0.651 0.462 0.191
O -21.192 -8.859 25.946 0.541 -0.635 -0.200
C -20.132 -9.784 26.131 0.540 1.266 0.974
C -18.842 -8.976 26.320 -0.605 -0.386 -0.395
O -18.783 -8.392 27.604 0.270 -0.440 0.461
C -17.586 -7.667 27.817 0.449 0.762 -0.954
H -23.046 -9.365 26.686 0.099 -0.327 0.125
H -22.481 -10.431 25.364 0.234 -0.012 0.010
H -23.013 -8.765 25.062 0.128 -0.060 -0.144
H -20.007 -10.484 25.302 -0.166 0.054 -0.257
H -20.188 -10.357 27.065 -0.625 -0.205 0.024
H -18.803 -8.190 25.562 0.204 -0.014 -0.168
H -18.063 -9.727 26.151 0.491 0.353 0.155
H -16.650 -8.235 27.840 -0.289 -0.669 0.076
H -17.588 -7.049 28.712 -0.622 -0.301 0.193
H -17.447 -6.975 26.980 -0.041 0.167 -0.025
C -21.159 -15.862 30.945 0.326 -0.084 -0.323
O -20.162 -16.654 31.541 0.141 0.073 0.988
C -20.132 -16.629 32.963 0.090 1.283 -0.044
C -18.729 -16.910 33.451 -0.405 -1.052 -0.440
O -18.277 -18.100 32.780 0.935 1.352 0.863
C -17.119 -18.555 33.465 -0.620 -0.967 0.482
H -21.293 -14.857 31.366 0.022 -0.172 0.622
H -22.103 -16.410 30.914 -0.181 0.242 -0.126
H -20.782 -15.648 29.945 -0.298 -0.357 -0.200
H -20.851 -17.252 33.501 -0.198 -0.497 -0.595
H -20.375 -15.603 33.267 -0.034 0.077 0.242
H -18.721 -17.112 34.527 -0.317 0.095 0.141
H -18.086 -16.035 33.317 0.289 -0.181 -0.495
H -17.436 -19.077 34.379 -0.055 -0.110 0.051
H -16.451 -17.779 33.846 0.124 0.267 -0.643
H -16.621 -19.300 32.849 0.206 0.281 -0.139
```
Positions in Å, forces in eV/Å.

Values from the calculation:
Relative energy (zero: lowest compared OMol25 entry of this formula, charge and spin) in kcal/mol: 84.1
Spin multiplicity: 6
HOMO energy (alpha / beta) in eV: -10.50 / -10.50
M in g mol⁻¹: 911.097
Expectation value of S²: 8.7562
Total energy in eV: -111149.68854
Charge: +1
Kohn-Sham gap (alpha / beta) in eV: 6.1 / 5.5


[3]
The following is a DFT calculation (ωB97M-V with the def2-TZVPD basis set) of a 3-piece molecular cluster, C2H3FO2 overall.

The geometry in XYZ format:
```
8
Properties=species:S:1:pos:R:3:forces:R:3
C -2.803 -0.353 1.353 -0.901 0.537 0.090
C 0.411 0.237 0.556 2.622 0.113 2.084
O -3.776 0.222 1.419 0.895 -0.542 -0.076
O -0.043 0.850 -0.341 -1.175 0.053 -2.016
F -0.654 -0.328 -2.834 -0.730 1.295 0.750
H 1.081 -0.652 0.623 -0.853 -0.522 -1.322
H 0.518 0.725 1.509 -0.700 0.469 1.258
H -0.966 0.409 -2.303 0.842 -1.403 -0.767
```
Positions in Å, forces in eV/Å.

Values from the calculation:
Relative energy (zero: lowest compared OMol25 entry of this formula, charge and spin) in kcal/mol: 33.0
HOMO energy in eV: -10.49
M in g mol⁻¹: 78.042
Total energy in eV: -8933.56355
Kohn-Sham gap in eV: 11.0